Entry from the Open Molecules 2025 dataset: C3HNO2 in the gas phase in a non-equilibrium geometry (wB97M-V/def2-TZVPD).

Summary:
Molar mass in g/mol: 83.05
Orbital gap in Eh: 0.3252
Net charge: 0
Max |F| in eV Å⁻¹: 2.985

Each line ends with the Mulliken charge.
Geometry (Å):
O: -2.6773 -0.5549 -0.1004  -0.382
O: 0.5358 1.0609 0.0780  -0.144
N: -0.8249 0.8646 0.2461  -0.226
C: 1.2122 -1.3497 0.2884  -0.251
C: -1.7196 0.0919 0.0218  0.576
C: 1.2233 -0.0956 0.0418  0.184
H: 2.2505 -0.0171 -0.5757  0.242